# 1
Here is a cluster of 19 separate species, C49H62BrCl54O9P in total at a distorted geometry from the OMol25 dataset. Energies are from the ωB97M-V functional and the def2-TZVPD basis.

## Properties
Maximum force in eV/Å: 1.47
E_HOMO in Ha: -0.309

```
! RIJCOSX wB97M-V def2-TZVPD def2/J DEFGRID3
* xyz 0 1
Cl -5.858 -5.194 2.184
H 0.606 4.366 7.125
Cl 6.239 -4.516 0.221
H 3.783 -4.095 2.141
Cl -7.426 -7.180 7.597
H -4.118 -4.180 -2.019
Cl -4.737 6.155 -11.722
C 6.569 -3.287 4.256
Cl -1.315 -7.128 -1.313
H -5.391 1.190 5.511
C 6.506 -6.252 0.360
Cl 3.026 4.428 -2.640
Cl 8.434 7.186 -9.258
H -2.594 1.723 5.518
C -5.879 -6.349 7.786
Cl -1.505 5.833 -7.987
H -7.632 -6.698 1.924
C -4.700 1.196 -12.625
H 2.111 0.736 -0.136
H 7.497 7.663 -3.257
C -3.576 -3.997 0.085
C -1.869 -2.638 1.407
Cl -3.510 1.480 -11.358
O 2.169 -5.058 3.890
C -0.432 1.363 0.571
Cl -0.150 2.268 7.824
H -1.592 0.912 -5.002
Cl 7.244 6.864 -6.629
H -5.665 1.521 -12.259
Br 0.071 -3.065 6.208
Cl 4.581 -3.759 -5.214
Cl -4.798 -6.724 6.448
H -1.611 -4.571 0.702
Cl 5.019 -7.158 0.048
Cl 9.298 9.151 -3.320
C -2.389 -4.503 3.055
H 8.137 8.797 -7.589
C -5.025 1.624 4.586
H -0.815 1.042 4.315
H -1.728 -6.144 4.256
Cl 4.382 -4.745 -2.485
C 8.526 7.613 -2.927
H -0.032 1.200 -5.716
H 0.852 1.809 -3.646
H 5.566 2.525 0.904
C -0.287 6.488 -0.250
Cl 2.211 4.833 -5.398
Cl 0.958 -7.855 0.354
C 8.426 7.755 -7.589
O 0.607 -4.851 2.285
H 6.822 -6.462 1.373
C -6.646 -6.763 2.364
C -1.346 -0.765 -0.261
C 1.866 -4.818 2.749
C 2.792 8.072 -2.715
O -7.317 -0.407 0.018
C 3.967 1.471 0.662
H -5.818 1.679 3.846
P -2.001 -2.441 5.593
Cl 5.025 4.824 -4.686
H -4.248 -0.227 3.927
Cl -5.738 -8.007 1.498
H -3.771 -3.621 5.674
Cl 9.211 -2.532 0.637
Cl -6.127 -4.606 7.928
C -3.865 0.786 4.046
C 4.468 -3.314 -3.508
C 2.850 -4.420 1.698
Cl -2.178 3.415 10.481
Cl -0.564 3.553 5.269
H 11.489 -3.053 0.648
C -1.857 -2.130 3.769
C -4.164 -3.452 -1.213
C -0.212 2.008 -3.699
Cl 10.481 -5.018 1.422
H 0.757 -7.992 -1.970
C -4.505 3.287 0.778
H 2.750 2.182 -0.906
C -0.788 1.640 -5.075
H -0.354 3.080 -3.598
H -1.540 -3.437 -0.583
C -2.073 -3.673 0.318
C -1.408 0.199 4.620
H -1.505 2.123 -1.977
H -0.266 3.393 0.985
H -6.376 -0.557 -1.710
C -0.239 -5.897 2.799
H -3.290 -4.522 3.651
C -2.028 -3.069 2.745
O -1.752 -1.287 -1.275
Cl 6.275 -1.545 4.244
C -2.528 4.406 -7.858
H 4.551 0.775 0.055
Cl -1.217 0.842 11.418
H 1.719 2.177 1.946
H 2.977 -5.251 1.015
Cl -0.309 5.914 -1.919
Cl -2.521 4.393 -11.103
C -1.549 -1.284 1.136
C -6.476 -0.893 -0.671
C -0.951 1.361 -2.527
H -2.852 2.214 12.373
H -0.702 -4.663 4.426
C -5.613 -3.037 -0.990
Cl 1.333 6.337 0.436
C -1.266 -5.294 3.761
H -3.519 1.204 3.112
H -1.701 0.672 -2.904
Cl -2.141 6.603 -12.953
C -0.573 0.482 -0.409
H -3.416 4.562 -8.456
H -3.552 4.751 -13.170
C 0.296 2.643 0.435
H -3.660 -2.565 -1.557
H 3.887 1.049 1.666
Cl -6.825 -7.187 4.064
H 2.131 3.579 0.973
O -0.024 0.727 -1.634
Cl 3.085 -2.262 -3.221
Cl -6.190 3.610 0.367
C -1.094 1.068 1.855
C 10.592 -3.595 0.381
H -4.123 -3.617 0.939
H 7.086 -3.532 5.174
H -4.697 2.639 4.780
Cl 1.240 -5.741 -1.587
C -1.901 2.399 11.893
O 4.645 2.729 0.728
H 2.426 -3.571 1.165
O -2.836 -3.848 5.754
H 0.254 2.955 -0.607
C -3.271 5.392 -12.347
C 0.445 -7.268 -1.230
Cl -1.636 4.782 7.665
H 0.341 -6.633 3.347
H -0.561 7.534 -0.242
H 2.477 7.179 -2.191
Cl -4.178 1.555 0.692
C 1.741 2.570 0.929
Cl 4.473 7.850 -3.214
H -3.685 -5.077 0.095
C -0.314 3.813 6.993
H -1.197 2.516 -5.564
H -3.879 3.794 0.056
Cl 10.718 -4.067 -1.313
H -6.106 -3.766 -0.355
Cl -1.458 5.586 0.707
H -2.635 -5.047 2.156
C -1.555 -0.788 3.496
H 5.364 -2.768 -3.244
Cl -4.110 3.911 2.379
Cl 9.309 6.285 -3.781
C -1.402 -0.353 2.186
C -2.774 0.731 5.114
Cl -0.851 3.212 13.056
H 3.470 3.081 -4.504
Cl 7.613 -3.746 2.904
O -5.599 -1.805 -0.224
H -0.876 -0.218 5.471
H -0.719 -6.384 1.961
H -6.120 -2.896 -1.940
Cl 7.785 -6.772 -0.737
Cl 10.031 7.632 -6.870
Cl 2.641 9.438 -1.606
Cl -1.693 2.968 -8.472
H -5.421 -6.699 8.700
H -3.142 0.150 5.954
C 3.437 4.148 -4.332
Cl -4.814 -0.519 -13.018
Cl 1.745 8.295 -4.113
O -1.373 2.029 2.544
Cl -4.322 2.129 -14.080
C 2.611 1.682 0.051
Cl 8.529 7.337 -1.186
Cl 5.050 -4.177 4.218
Cl -3.031 4.162 -6.182
*
```

# 2
Here is the molecule C4H5NO at a distorted geometry from the OMol25 dataset. Energies are from the ωB97M-V functional and the def2-TZVPD basis.

## Properties
ΔE to the lowest compared entry with this formula, charge and spin in eV: 2.034
Maximum force in eV/Å: 2.79
SMILES: C1=N[C@H]2C[C@H]2O1
E_HOMO in Ha: -0.352

```
! RIJCOSX wB97M-V def2-TZVPD def2/J DEFGRID3
* xyz 0 1
H -2.450 0.495 -0.907
C -1.543 0.298 -0.341
H 2.201 -0.544 -0.378
N -1.160 -0.852 0.070
C 0.524 0.750 0.342
C 0.163 -0.668 0.658
H 1.069 1.470 0.950
H 0.386 -1.218 1.562
C 1.121 -0.360 -0.462
H 0.419 -0.723 -1.317
O -0.731 1.351 -0.178
*
```

# 3
Here is a structure of composition H9Na4O6 at a distorted geometry from the OMol25 dataset. Energies are from the ωB97M-V functional and the def2-TZVPD basis.

## Properties
ΔE to the lowest compared entry with this formula, charge and spin in eV: 0.000
Maximum force in eV/Å: 1.65
E_HOMO in Ha: -0.327

```
! RIJCOSX wB97M-V def2-TZVPD def2/J DEFGRID3
* xyz 1 1
H -2.261 0.874 -3.760
O 0.718 3.054 -0.914
H 0.802 1.616 5.491
Na 0.261 -4.435 2.071
H -1.391 -3.456 -3.361
O 5.136 -0.181 0.211
H -0.841 -0.432 0.547
H 4.518 0.570 0.116
Na -2.466 0.124 4.204
O 0.628 0.981 6.213
Na 2.047 -1.162 -1.749
H -2.219 -3.136 -2.135
H -0.018 3.462 -1.370
O -2.819 1.637 -3.603
Na 3.247 0.023 3.432
O -1.837 -2.736 -2.916
H 0.310 2.495 -0.253
O -0.129 -0.569 1.202
H -3.685 1.269 -3.428
*
```

# 4
Here is a structure of composition CH2ClF2P at a distorted geometry from the OMol25 dataset. Energies are from the ωB97M-V functional and the def2-TZVPD basis.

## Properties
ΔE to the lowest compared entry with this formula, charge and spin in eV: 3.720
Maximum force in eV/Å: 3.19
E_HOMO (alpha / beta) in Ha: -0.322 / -0.322

```
! RIJCOSX wB97M-V def2-TZVPD def2/J DEFGRID3
* xyz 0 1
F -0.317 2.207 2.423
H 0.838 0.363 -0.156
H -0.995 -0.628 0.193
F -0.777 1.089 -1.399
Cl 0.780 -0.121 2.388
C -0.638 0.976 2.115
P -0.449 0.667 0.207
*
```

# 5
Here is the molecule C17H30N2 at a distorted geometry from the OMol25 dataset. Energies are from the ωB97M-V functional and the def2-TZVPD basis.

## Properties
ΔE to the lowest compared entry with this formula, charge and spin in eV: 2.447
Maximum force in eV/Å: 3.46
SMILES: NCCCCCCCCCCCCc1ccncc1
E_HOMO in Ha: -0.313

```
! RIJCOSX wB97M-V def2-TZVPD def2/J DEFGRID3
* xyz 0 1
H 1.374 -1.161 -1.742
H 0.722 -0.985 2.104
H 2.318 -2.823 1.752
H -3.923 1.404 -1.051
C -3.676 0.199 1.589
C -3.471 -1.298 1.799
C 3.527 1.058 -2.320
H -3.651 -1.789 0.826
H 0.985 -3.832 1.615
H 0.128 -2.679 -0.461
C -1.354 0.931 1.118
H 4.616 1.036 -2.546
C -1.864 1.897 -1.272
H 3.199 -0.642 0.786
H -4.646 0.481 1.255
H -3.563 0.752 2.547
N 1.463 2.149 -3.145
H 0.536 1.693 0.913
H -1.912 -0.744 3.133
C 3.014 -0.597 -0.332
H 4.097 1.309 -0.191
C 3.252 0.859 -0.780
C -1.057 -2.070 1.594
H 0.914 -0.284 -0.327
H 0.329 -2.246 3.266
C -2.206 -1.681 2.563
C 1.176 -2.551 -0.096
H -2.499 -2.402 3.251
C -2.634 0.821 0.656
H 3.277 0.220 -2.951
H 2.929 3.097 -2.122
C 2.885 2.320 -2.903
H -4.363 -1.547 2.350
H 1.873 -3.244 -0.605
C -0.425 1.634 0.395
H 1.314 1.294 -3.717
N -0.603 1.925 -0.923
H -1.935 2.294 -2.291
C 1.580 -1.099 -0.674
C 1.282 -2.855 1.406
H 2.296 1.490 -0.539
H -1.061 0.598 2.127
H -1.217 -3.077 1.188
H 3.798 -1.347 -0.760
H 1.038 2.118 -2.217
H 3.486 2.736 -3.782
H -1.133 -1.464 0.702
C 0.350 -2.014 2.203
C -2.937 1.317 -0.620
*
```

# 6
Here is a structure of composition C3H4Br2Na6O3 at a distorted geometry from the OMol25 dataset. Energies are from the ωB97M-V functional and the def2-TZVPD basis.

## Properties
Maximum force in eV/Å: 6.14
E_HOMO (alpha / beta) in Ha: -0.928 / -0.928

```
! RIJCOSX wB97M-V def2-TZVPD def2/J DEFGRID3
* xyz 5 2
H -10.841 8.734 8.062
O -12.980 9.226 4.421
Na -13.422 10.542 6.559
H -10.015 6.988 10.416
Na -13.318 7.974 2.155
Na -12.835 5.792 6.631
Na -15.703 7.857 7.566
Na -13.912 11.222 3.469
Br -8.741 9.297 9.370
C -13.040 8.133 5.028
O -13.019 8.043 6.250
C -10.408 7.128 9.410
C -10.552 8.566 9.100
Br -12.096 6.236 9.202
Na -15.518 6.438 4.426
H -11.264 9.150 9.683
O -13.087 6.998 4.444
H -9.655 6.675 8.766
*
```